No. 1
The following is a DFT calculation (wB97M-V/def2-TZVPD) of an isolated ion of composition C5H11N2 and charge +1 at a distorted geometry.

Each line ends with the Mulliken charge.
Element x y z (Å)
C1 -0.73 -0.81 -0.73  0.1252
C2 -0.76 0.60 0.84  -0.7955
C3 -0.99 0.73 -0.67  0.2517
C4 -0.33 -0.84 0.77  -0.3397
C5 0.24 1.41 -1.33  -1.4794
N1 -0.69 -1.63 -1.63  -0.5900
N2 1.19 -1.15 1.04  -0.2787
H1 -0.01 1.41 1.27  0.2709
H2 -1.61 0.74 1.43  0.2904
H3 -1.94 1.00 -1.03  0.5187
H4 -0.97 -1.37 1.44  0.4187
H5 1.10 0.74 -1.28  0.3435
H6 0.50 2.31 -0.89  0.4026
H7 0.03 1.42 -2.32  0.4244
H8 -0.52 -2.68 -1.38  0.2711
H9 1.65 -0.56 0.35  0.3486
H10 1.35 -2.20 1.15  0.3827
H11 1.51 -0.54 1.96  0.4349

Properties
SMILES: [H]/N=C1/[C@H](C)C[C@@H]1[NH3+]
HOMO-LUMO gap, eV: 9.69
Total charge: +1
HOMO energy, eV: -13.7

No. 2
The following is a DFT calculation (wB97M-V/def2-TZVPD) of C29H27BClGeN6O2Rh as an isolated structure at a distorted geometry.

Each line ends with the Mulliken charge.
Element x y z (Å)
Rh1 0.64 -0.02 -0.80  -0.5376
C1 0.36 3.28 -3.54  -1.1217
C2 0.00 2.75 -2.30  -0.1849
N1 0.81 1.74 -2.00  0.1183
N2 1.67 1.57 -3.03  0.2648
C3 1.42 2.50 -3.96  -0.2544
B1 2.81 0.53 -2.90  0.4698
N3 2.22 -0.91 -2.93  0.3036
C4 2.18 -1.79 -3.92  -0.1867
C5 1.67 -2.99 -3.44  -1.1939
C6 1.40 -2.74 -2.11  -0.1151
N4 1.76 -1.49 -1.79  -0.1202
N5 3.39 0.70 -1.49  -0.1958
C7 4.63 1.00 -1.10  -0.1012
C8 4.67 1.02 0.28  -1.3840
C9 3.37 0.71 0.67  -0.5813
N6 2.62 0.52 -0.41  0.7106
H1 -0.09 4.10 -4.05  0.4378
H2 -0.77 3.05 -1.62  0.4916
H3 2.01 2.55 -4.87  0.4887
H4 3.63 0.69 -3.75  -0.0699
H5 2.53 -1.53 -4.91  0.4985
H6 1.50 -3.90 -3.99  0.4484
H7 0.99 -3.40 -1.36  0.5043
H8 5.41 1.18 -1.82  0.4765
H9 5.51 1.22 0.92  0.4273
H10 2.95 0.62 1.66  0.6521
Cl1 -1.56 -0.01 -4.68  -0.1617
C10 -2.58 -0.30 -3.24  -0.7499
C11 -1.66 -0.34 -2.05  1.2352
O1 -1.65 0.66 -1.28  -0.3506
O2 -0.87 -1.28 -1.87  -0.4636
H11 -3.10 -1.24 -3.38  0.3854
H12 -3.28 0.53 -3.16  0.3828
C12 1.75 -2.41 4.58  -0.5590
C13 0.48 -1.92 4.83  -0.7561
C14 -0.24 -1.28 3.82  -0.5977
C15 0.35 -1.12 2.57  0.3294
C16 1.62 -1.62 2.32  -0.4180
C17 2.33 -2.26 3.33  -0.8673
Ge1 -0.68 -0.09 1.26  1.3142
C18 -2.29 -1.17 1.11  0.4931
C19 -2.15 -2.51 0.74  -0.2711
C20 -3.28 -3.28 0.50  -0.6830
C21 -4.54 -2.72 0.62  -0.5544
C22 -4.68 -1.39 0.98  -0.7402
C23 -3.56 -0.61 1.23  -0.2596
C24 -1.18 1.67 1.89  0.2866
C25 -2.02 2.50 1.14  0.0642
C26 -2.36 3.76 1.63  -1.0941
C27 -1.84 4.20 2.84  -0.5643
C28 -0.98 3.39 3.56  -0.7363
C29 -0.63 2.13 3.09  -0.5204
H13 2.29 -2.92 5.37  0.4084
H14 0.03 -2.04 5.81  0.4259
H15 -1.24 -0.92 4.02  0.4837
H16 2.07 -1.52 1.34  0.5451
H17 3.32 -2.65 3.14  0.4544
H18 -1.17 -2.95 0.65  0.2801
H19 -3.16 -4.32 0.22  0.4306
H20 -5.42 -3.33 0.44  0.4150
H21 -5.67 -0.96 1.08  0.4385
H22 -3.69 0.43 1.52  0.4131
H23 -2.42 2.16 0.20  0.6430
H24 -3.02 4.39 1.06  0.4523
H25 -2.10 5.18 3.21  0.4052
H26 -0.56 3.73 4.50  0.4312
H27 0.05 1.51 3.65  0.3844

Properties
HOMO-LUMO gap (alpha / beta), eV: 6.30 / 6.59
Total charge: +1
Spin multiplicity: 2
HOMO energy (alpha / beta), eV: -11.7 / -11.7

No. 3
The following is a DFT calculation (wB97M-V/def2-TZVPD) of C3H9NO in the gas phase at a distorted geometry.

Each line ends with the Mulliken charge.
Element x y z (Å)
C1 -1.75 -0.36 0.34  -0.8401
C2 0.69 -0.24 0.57  -0.5669
C3 1.06 0.79 -0.48  -0.3421
H1 -1.84 0.12 1.35  0.2939
H2 -2.56 -1.09 0.21  0.3379
H3 -1.87 0.42 -0.43  0.2349
H4 -0.48 -1.90 0.77  0.2380
H5 0.48 0.30 1.52  0.3168
H6 1.57 -0.88 0.73  0.3626
H7 1.78 1.50 -0.02  0.2906
H8 0.18 1.42 -0.76  0.2607
H9 1.60 0.82 -2.36  0.3095
N1 -0.47 -1.06 0.19  -0.3789
O1 1.60 0.16 -1.63  -0.5168

Properties
SMILES: CNCCO
HOMO-LUMO gap, eV: 9.83
HOMO energy, eV: -8.8

No. 4
The following is a DFT calculation (wB97M-V/def2-TZVPD) of C5H7N in the gas phase at a distorted geometry.

Each line ends with the Mulliken charge.
Element x y z (Å)
C1 -0.79 1.16 -0.26  -0.6997
C2 -0.92 0.32 0.96  -0.4268
C3 -0.12 -0.72 1.24  -0.5069
C4 0.44 -1.03 -0.10  -0.1740
C5 0.11 -0.02 -0.94  -0.1728
H1 0.04 2.13 -0.24  0.2410
H2 -1.84 1.53 -0.65  0.2884
H3 -1.43 0.65 1.90  0.2713
H4 0.34 -1.21 2.05  0.4286
H5 0.77 -1.98 -0.26  0.5730
H6 1.83 -0.77 -1.25  0.2371
H7 0.02 0.05 -1.92  0.6085
N1 1.53 -0.10 -0.53  -0.6676

Properties
SMILES: C1=C[C@@H]2N[C@@H]2C1
HOMO-LUMO gap, eV: 10.04
HOMO energy, eV: -9.0

No. 5
The following is a DFT calculation (wB97M-V/def2-TZVPD) of C13H42AsF6N12O7 as an isolated structure at a distorted geometry.

Each line ends with the Mulliken charge.
Element x y z (Å)
As1 8.42 -8.13 7.19  1.2722
F1 8.68 -7.48 8.85  -0.5113
F2 8.30 -9.72 7.90  -0.4807
F3 7.89 -8.77 5.56  -0.5348
F4 8.60 -6.50 6.49  -0.3618
F5 10.13 -8.59 7.00  -0.5551
F6 6.63 -7.91 7.52  -0.6895
C1 8.65 -7.14 1.27  -1.1730
C2 9.67 -8.35 1.23  0.2991
C3 10.43 -8.55 2.53  -0.1791
O1 11.29 -7.45 2.71  -0.3377
C4 12.12 -7.58 3.81  -0.5977
N1 8.93 -9.53 0.93  -0.7847
H1 7.89 -6.97 0.50  0.3762
H2 9.11 -6.16 1.41  0.2758
H3 8.07 -7.42 2.15  0.2382
H4 10.37 -8.39 0.39  0.2460
H5 10.95 -9.50 2.67  0.4353
H6 9.81 -8.64 3.42  -0.0949
H7 11.87 -8.44 4.43  0.1511
H8 11.87 -6.83 4.56  0.2433
H9 13.15 -7.37 3.52  0.2826
H10 8.43 -9.43 0.06  0.2552
H11 8.20 -9.42 1.62  0.3293
C5 8.63 -2.54 6.40  -1.3394
C6 8.75 -2.81 4.88  0.4313
C7 9.27 -1.54 4.21  -0.7927
O2 8.35 -0.43 4.59  -0.3415
C8 7.16 -0.38 3.82  -0.8048
N2 9.78 -3.83 4.85  -0.6417
H12 8.60 -3.38 7.10  0.4309
H13 7.74 -2.01 6.75  0.3093
H14 9.55 -2.16 6.85  0.3679
H15 7.85 -3.19 4.41  0.2172
H16 9.40 -1.59 3.12  0.3475
H17 10.32 -1.30 4.36  0.3376
H18 6.42 0.36 4.11  0.3146
H19 6.58 -1.30 3.93  0.2949
H20 7.28 -0.41 2.73  0.3338
H21 10.60 -3.56 5.37  0.2863
H22 9.38 -4.65 5.27  0.2084
C9 12.95 -11.31 7.66  0.6478
O3 12.29 -11.96 8.40  -0.7167
N3 14.23 -11.22 7.82  -0.4153
N4 12.39 -10.42 6.90  -0.1377
H23 14.71 -10.59 7.18  0.1554
H24 14.64 -11.68 8.62  0.2307
H25 11.40 -10.35 7.07  0.0519
H26 12.94 -9.89 6.23  0.0919
C10 9.72 -4.17 10.99  0.6356
O4 10.11 -3.05 11.44  -0.7586
N5 8.94 -4.99 11.59  -0.3393
N6 10.12 -4.72 9.87  -0.3060
H27 8.32 -4.77 12.36  0.2066
H28 8.89 -5.96 11.32  0.1734
H29 11.03 -4.43 9.53  0.2090
H30 9.79 -5.64 9.59  0.1249
C11 4.97 -11.06 6.64  0.4848
O5 4.06 -11.76 6.87  -0.7351
N7 6.01 -11.09 7.38  -0.1636
N8 4.93 -10.08 5.81  -0.3075
H31 6.84 -10.54 7.19  0.1435
H32 6.10 -11.89 7.99  0.1658
H33 4.00 -9.90 5.46  0.2014
H34 5.76 -9.57 5.54  0.1711
C12 9.74 -11.46 11.04  0.5175
O6 10.55 -11.99 11.79  -0.7641
N9 9.97 -10.80 9.90  -0.1591
N10 8.47 -11.34 11.30  -0.3201
H35 9.21 -10.62 9.25  0.1463
H36 10.89 -11.00 9.53  0.1928
H37 7.91 -10.87 10.60  0.1664
H38 8.11 -11.72 12.16  0.1907
C13 3.99 -7.17 9.48  0.3255
O7 3.15 -7.12 10.36  -0.7560
N11 4.01 -7.96 8.41  -0.3341
N12 4.87 -6.32 9.40  -0.2423
H39 4.86 -8.14 7.89  0.5870
H40 3.20 -8.56 8.34  0.1676
H41 5.62 -6.58 8.77  0.2094
H42 5.05 -5.56 10.04  0.1945

Properties
HOMO-LUMO gap (alpha / beta), eV: 3.12 / 8.64
Total charge: -2
Spin multiplicity: 2
HOMO energy (alpha / beta), eV: 1.0 / -4.6

No. 6
The following is a DFT calculation (wB97M-V/def2-TZVPD) of C4H8O2 in the gas phase.

Each line ends with the Mulliken charge.
Element x y z (Å)
O1 0.34 1.59 0.60  -0.5967
C1 -0.08 0.95 -0.59  -0.1223
C2 -0.71 -0.38 -0.40  -0.1514
C3 0.56 -0.27 -1.21  -0.6694
O2 0.90 -0.95 1.37  -0.5885
C4 -0.46 -0.96 0.99  -0.4241
H1 0.35 2.55 0.47  0.3351
H2 1.20 -0.04 1.29  0.3416
H3 -0.48 1.64 -1.33  0.3608
H4 -1.68 -0.60 -0.85  0.3722
H5 1.38 -0.82 -0.78  0.2540
H6 0.53 -0.30 -2.30  0.2717
H7 -0.77 -2.01 1.02  0.3677
H8 -1.06 -0.41 1.73  0.2494

Properties
SMILES: OC[C@@H]1C[C@@H]1O
HOMO-LUMO gap, eV: 10.34
HOMO energy, eV: -9.7